A cluster of 8 separate species, C25H67B3O25S7 in total, computed with ωB97M-V with the def2-TZVPD basis set.

HOMO, eV: -10.09
Calculated total energy, a.u.: -5735.81866
Molar mass, g mol⁻¹: 1024.69
Structure (SMILES): CB1OBOB(CCCO)O1.CCOS(C)(=O)=O.CCOS(C)(=O)=O.CCOS(C)(=O)=O.CCOS(C)(=O)=O.CCOS(C)(=O)=O.CCOS(C)(=O)=O.CCOS(C)(=O)=O
Maximum force, eV Å⁻¹: 1.3

CARTESIAN COORDINATES (ANGSTROEM)
C 1.45802 0.07809 -1.24789
B 0.65336 1.39313 -1.39725
O 0.86723 2.29212 -2.45434
B -0.29400 2.76179 -3.04255
O -1.36787 3.05353 -2.22920
B -1.54858 2.14473 -1.18180
C -2.93436 1.50974 -0.86058
C -2.88800 0.01592 -1.24383
C -4.25375 -0.64763 -1.24618
O -5.18496 -0.04345 -2.13395
O -0.39215 1.72258 -0.54038
H 2.14055 -0.12754 -2.07077
H 2.03553 0.05353 -0.31926
H 0.76433 -0.76503 -1.17892
H -0.38696 2.83987 -4.22855
H -3.14405 1.57784 0.21134
H -3.73185 2.03331 -1.39086
H -2.40241 -0.14121 -2.21583
H -2.27132 -0.50415 -0.50675
H -4.67012 -0.59748 -0.23428
H -4.15440 -1.69844 -1.53160
H -4.76225 0.69165 -2.60158
O -7.61830 3.75665 1.86559
S -6.99629 2.62387 2.48088
O -5.73170 2.16953 1.98168
O -7.99435 1.40749 2.53313
C -8.70358 0.94524 1.35610
C -7.79094 0.20730 0.40613
C -6.88726 2.84875 4.22219
H -9.20972 1.77686 0.86442
H -9.45818 0.28240 1.77221
H -7.08342 0.87973 -0.07786
H -8.38303 -0.27953 -0.36904
H -7.22402 -0.55566 0.94089
H -7.85472 3.17710 4.59094
H -6.13028 3.61215 4.39011
H -6.58965 1.90748 4.67893
O -10.50444 -1.71741 2.76006
S -9.62630 -2.71349 3.30411
O -8.40765 -3.00228 2.60923
O -10.45049 -4.04685 3.52633
C -11.22922 -4.54137 2.40253
C -10.37733 -5.24463 1.37052
C -9.26770 -2.35849 4.98533
H -11.78640 -3.70769 1.97498
H -11.94054 -5.22292 2.86341
H -9.71308 -4.54993 0.85981
H -11.02831 -5.71219 0.63086
H -9.76698 -6.01584 1.83979
H -10.20080 -2.16616 5.50726
H -8.63280 -1.47393 4.98696
H -8.73372 -3.20059 5.41706
O 4.46628 4.65361 -5.99598
S 4.91959 5.41985 -4.87521
O 6.16635 5.07360 -4.26237
O 3.78413 5.46086 -3.77923
C 3.17181 4.19076 -3.40140
C 4.05483 3.37580 -2.48367
C 4.92699 7.13117 -5.27267
H 2.91022 3.64251 -4.30562
H 2.25172 4.48825 -2.90697
H 4.94223 3.01336 -3.00102
H 3.49282 2.51532 -2.12300
H 4.37571 3.97612 -1.63159
H 3.96680 7.39186 -5.70824
H 5.73052 7.27718 -5.99118
H 5.11809 7.69696 -4.36503
O 5.66513 -0.86946 -3.73675
S 4.72734 -1.90382 -4.05382
O 3.70887 -2.24019 -3.10614
O 5.51239 -3.20798 -4.47985
C 6.53286 -3.70963 -3.56970
C 5.94298 -4.48766 -2.41711
C 3.97801 -1.57887 -5.61104
H 7.14234 -2.87135 -3.23069
H 7.15095 -4.34145 -4.20416
H 5.38850 -3.84189 -1.74064
H 6.74794 -4.95520 -1.84989
H 5.27032 -5.26151 -2.78848
H 4.75633 -1.35701 -6.33541
H 3.32925 -0.71734 -5.46711
H 3.39850 -2.44961 -5.90472
O -7.31106 -2.81740 6.52812
S -6.33542 -1.78605 6.73119
O -6.71432 -0.43226 6.45462
O -5.01818 -2.15454 5.94110
C -5.18047 -2.52920 4.53959
C -5.45770 -1.32884 3.67054
C -5.67118 -1.88436 8.35337
H -5.97943 -3.26806 4.47414
H -4.24514 -3.02050 4.28349
H -6.42377 -0.89071 3.91785
H -5.47298 -1.61611 2.61927
H -4.69776 -0.56058 3.81495
H -5.36487 -2.90902 8.54295
H -6.46730 -1.58564 9.03183
H -4.83143 -1.19860 8.42368
O 6.53368 -3.10956 0.50858
S 6.08682 -2.67211 1.79881
O 4.78696 -2.08874 1.91746
O 7.17917 -1.70874 2.40937
C 7.64507 -0.61933 1.55556
C 6.68234 0.54098 1.50244
C 6.24627 -3.97488 2.96774
H 7.84862 -1.02241 0.56426
H 8.59383 -0.32842 1.99985
H 5.75908 0.27459 0.99001
H 7.16399 1.35089 0.95359
H 6.42980 0.88405 2.50606
H 7.24513 -4.39431 2.89033
H 5.49318 -4.71574 2.70840
H 6.06017 -3.57264 3.95974
O 10.83758 3.31046 -1.40104
S 9.49562 2.96394 -1.76440
O 8.84801 1.89936 -1.05693
O 9.43730 2.67728 -3.31743
C 10.38981 1.72744 -3.86338
C 9.98795 0.29306 -3.60049
C 8.46009 4.37733 -1.75125
H 11.37862 1.95835 -3.46609
H 10.39131 1.94989 -4.92801
H 10.05196 0.04898 -2.54164
H 10.65557 -0.37007 -4.15256
H 8.96309 0.11691 -3.92772
H 8.93564 5.17277 -2.31744
H 8.34004 4.66067 -0.70757
H 7.50378 4.10906 -2.19379

A cluster of 4 separate species, C25H67BN12O4P3 in total, computed with ωB97M-V with the def2-TZVPD basis set.

HOMO, eV: -9.06
Calculated total energy, a.u.: -2998.91452
Molar mass, g mol⁻¹: 703.62
Total charge: +1
Maximum force, eV Å⁻¹: 7.4

CARTESIAN COORDINATES (ANGSTROEM)
C 0.57925 1.85015 -1.59146
N -0.52950 0.85030 -1.34671
C -1.85141 1.27494 -1.94768
B -0.13865 -0.56913 -1.71929
O 0.74617 -1.28347 -0.73201
C -0.65559 -1.34832 -3.11214
C -1.30012 -2.88191 -2.97728
C -1.83926 -3.59797 -4.36639
C -1.71224 -2.76520 -5.79432
N -1.08335 -1.39110 -5.86505
C -0.57708 -0.69416 -4.61819
N 0.03924 0.69893 -4.82805
H 1.62997 1.40650 -1.23899
H 0.39622 2.78751 -0.87557
H 0.66213 2.23304 -2.69433
H -1.89708 1.25373 -3.11694
H -2.08331 2.37268 -1.58826
H -2.66924 0.53580 -1.53208
H 0.54365 -0.79523 0.14251
H -1.40590 -3.43743 -1.94500
H -2.29784 -4.67280 -4.28028
H -2.11572 -3.23074 -6.79839
H -1.01877 -0.89199 -6.78154
H 0.35216 0.80278 -5.82716
H 0.91432 0.72694 -4.25694
O -5.59002 2.59856 -0.35361
P -6.13846 2.43296 1.08490
N -5.10526 3.62487 1.69923
C -3.87613 3.50026 2.44573
C -5.27275 4.97943 1.17593
N -5.50923 0.84530 1.22481
C -4.28277 0.48575 1.90848
C -5.64394 0.00478 0.02571
N -6.76893 2.24260 2.73859
C -6.74518 3.20656 3.82316
C -7.51845 1.04118 3.09405
H -3.74601 4.35763 3.12017
H -3.00241 3.44603 1.78985
H -3.86775 2.64912 3.12304
H -6.19317 5.41936 1.57090
H -5.33483 4.99406 0.08445
H -4.45039 5.65195 1.45159
H -3.41177 0.97891 1.46571
H -4.09982 -0.59475 1.87280
H -4.35127 0.71170 2.97346
H -4.84601 0.20102 -0.69685
H -6.60814 0.18226 -0.46559
H -5.62231 -1.05978 0.28255
H -5.86263 3.05821 4.45245
H -7.62281 3.11906 4.47726
H -6.76355 4.24151 3.47320
H -6.89326 0.35449 3.67304
H -7.88078 0.51442 2.20326
H -8.41281 1.26720 3.68465
O 5.70358 -3.10728 -2.90199
P 4.79473 -4.12021 -3.64059
N 3.38140 -3.40984 -3.03774
C 2.51161 -3.82732 -1.96409
C 3.12210 -2.02341 -3.42151
N 5.35705 -5.43287 -2.69355
C 4.66369 -6.00535 -1.55671
C 6.80117 -5.43831 -2.41613
N 3.74994 -5.28463 -4.48966
C 2.36207 -5.12320 -4.88185
C 4.31522 -6.53461 -4.98922
H 1.47884 -3.50669 -2.15771
H 2.82273 -3.41339 -1.00057
H 2.42297 -4.90796 -1.87677
H 2.82625 -1.97807 -4.47372
H 4.00331 -1.38917 -3.29267
H 2.31510 -1.55969 -2.83993
H 4.51292 -5.26948 -0.76068
H 5.21881 -6.84599 -1.12382
H 3.71125 -6.44088 -1.86183
H 7.05273 -4.78947 -1.57173
H 7.36557 -5.10030 -3.29349
H 7.15874 -6.44921 -2.19262
H 1.69447 -5.52448 -4.11361
H 2.12915 -5.65164 -5.81579
H 2.09378 -4.08248 -5.07900
H 4.04660 -7.36815 -4.33295
H 5.40842 -6.48350 -5.05672
H 3.97017 -6.77328 -6.00103
O -0.17161 2.97123 3.43349
P 1.10237 2.92787 4.31248
N 1.75605 4.30097 3.56895
C 2.78431 4.41721 2.56261
C 1.00736 5.54865 3.70854
N 1.62918 1.45557 3.61180
C 2.63243 1.33208 2.57299
C 0.57543 0.45879 3.36991
N 2.56692 2.87804 5.32295
C 3.46549 3.96880 5.65291
C 2.91243 1.65263 6.03746
H 3.33123 5.36301 2.67763
H 2.37210 4.38206 1.55002
H 3.56586 3.66645 2.65640
H 1.09931 5.92489 4.73162
H -0.05645 5.41634 3.49357
H 1.36526 6.34230 3.04028
H 2.34034 1.86296 1.66153
H 2.80688 0.28470 2.29948
H 3.60292 1.68269 2.92675
H 0.04292 0.65295 2.43394
H -0.15294 0.45818 4.18969
H 0.98949 -0.55435 3.32720
H 4.30226 4.00619 4.94912
H 3.89672 3.86368 6.65727
H 2.96743 4.94127 5.66651
H 3.72177 1.12332 5.52515
H 2.05213 0.97767 6.11855
H 3.23089 1.84622 7.06745

A cluster of 7 separate species, C25H68O26P7 in total, computed with ωB97M-V with the def2-TZVPD basis set.

HOMO, eV: -4.20
Calculated total energy, a.u.: -5338.38153
Molar mass, g mol⁻¹: 1001.61
Total charge: -1
Maximum force, eV Å⁻¹: 9.4

CARTESIAN COORDINATES (ANGSTROEM)
C 8.88678 -0.90869 1.09461
C 8.49601 0.24612 1.23814
C 7.85839 1.66882 1.50080
C 6.48466 1.39915 2.31954
C 5.35519 2.47410 2.01882
P 3.66399 1.69333 2.57356
O 3.64947 1.07498 0.91917
C 2.33723 0.64965 0.49076
C 1.65468 0.05372 1.84239
O 2.15893 0.86198 2.93947
H 8.87026 -2.03035 1.13629
H 7.52000 2.15478 0.52759
H 8.54445 2.34115 2.09163
H 6.65515 1.26239 3.42653
H 6.10338 0.40485 1.91095
H 5.56406 3.45263 2.55950
H 5.30940 2.59983 0.89363
H 2.98598 2.89399 2.15117
H 3.87790 2.10193 3.95854
H 4.25485 0.44257 3.05364
H 2.46880 -0.05892 -0.38162
H 1.58733 1.47632 0.23767
H 1.76562 -1.07459 1.99967
H 0.53294 0.26068 1.93452
C 4.60908 4.88352 5.08414
O 4.30836 3.85080 6.00158
P 3.01699 3.92305 7.10552
O 2.42236 5.19026 6.51249
O 4.05859 4.21731 8.33257
C 4.86375 5.38000 8.32425
O 1.75262 3.74746 8.23750
C 1.26363 4.89842 8.89746
H 4.09888 4.69511 4.13805
H 4.36538 5.87859 5.45390
H 5.68773 4.85961 4.90463
H 4.33500 6.23084 7.88974
H 5.78986 5.19093 7.77732
H 5.11733 5.62180 9.35691
H 0.57309 5.43779 8.24487
H 2.07205 5.55512 9.21767
H 0.70859 4.56789 9.77819
C 1.59697 -5.13517 -3.81680
O 2.08049 -4.03399 -3.07345
P 1.34377 -3.47019 -1.63663
O 0.39309 -4.65867 -1.56105
O 0.70430 -2.20684 -2.45412
C -0.17769 -2.42411 -3.53909
O 0.72069 -2.80104 -0.19641
C -0.67531 -2.83764 0.03318
H 2.08980 -6.05047 -3.48495
H 0.51573 -5.24977 -3.76836
H 1.86048 -4.95900 -4.86361
H -0.81642 -3.29348 -3.36883
H 0.38887 -2.54621 -4.46490
H -0.81286 -1.54365 -3.63804
H -0.96977 -3.82492 0.39714
H -1.23733 -2.58013 -0.86490
H -0.90712 -2.11006 0.81353
C -2.98729 1.03923 -3.26875
O -3.30888 0.06151 -2.29711
P -4.58334 0.23249 -1.17107
O -5.09788 1.49405 -1.86478
O -3.50669 0.56270 0.00910
C -2.61938 1.66497 -0.10636
O -5.84902 0.34062 -0.02428
C -6.19868 1.61312 0.49449
H -3.52017 0.82695 -4.19721
H -3.18848 2.05726 -2.94229
H -1.91283 0.96333 -3.45942
H -3.09417 2.51054 -0.60809
H -1.71652 1.36545 -0.64140
H -2.33547 1.97458 0.89903
H -6.83245 2.14603 -0.21821
H -5.31843 2.20722 0.73528
H -6.77608 1.45338 1.40719
C -2.37326 -6.37394 -0.95075
O -3.76671 -6.44965 -0.69040
P -4.42024 -6.65076 0.87161
O -3.08920 -6.46144 1.58006
O -4.75860 -8.21715 0.54827
C -3.71751 -9.12769 0.24542
O -5.28861 -6.77573 2.33371
C -4.72906 -7.52315 3.39898
H -2.05138 -5.33320 -0.93810
H -1.77045 -6.96346 -0.26300
H -2.20751 -6.77510 -1.95456
H -2.81478 -8.91005 0.81968
H -3.49959 -9.10601 -0.82433
H -4.05962 -10.12933 0.50641
H -3.98040 -6.92412 3.92203
H -4.28993 -8.45722 3.05053
H -5.53146 -7.75232 4.10313
C 5.29024 1.78809 -2.09917
O 6.40756 2.66265 -2.13593
P 6.37337 4.20152 -2.86506
O 4.87229 4.18824 -3.10263
O 7.22918 3.63601 -4.13891
C 6.70196 2.60787 -4.95605
O 6.54911 5.78896 -3.46671
C 5.82416 6.16512 -4.62186
H 4.72565 1.94995 -1.17897
H 4.63777 1.88018 -2.96611
H 5.67729 0.76519 -2.09135
H 5.62020 2.70170 -5.07055
H 6.95473 1.63082 -4.53923
H 7.16206 2.69111 -5.94110
H 4.79302 6.40612 -4.35329
H 5.84428 5.38609 -5.38330
H 6.28763 7.06677 -5.02819
C -9.70544 2.03705 -4.01795
O -8.95121 1.46243 -2.96857
P -7.95245 0.09228 -3.16939
O -8.11599 0.09949 -4.68221
O -9.04468 -0.86319 -2.42047
C -10.35053 -1.00749 -2.94594
O -6.85817 -1.21955 -3.25040
C -7.12586 -2.28125 -4.14839
H -9.12509 2.82373 -4.50226
H -10.04664 1.31197 -4.75436
H -10.59406 2.48841 -3.56742
H -10.34680 -0.99828 -4.03782
H -10.99837 -0.21612 -2.56311
H -10.74448 -1.96686 -2.61013
H -6.82484 -1.99922 -5.15973
H -8.17638 -2.56868 -4.13282
H -6.52188 -3.13785 -3.84188

A cluster of 11 separate species, C25H70F6O20PS10 in total, computed with ωB97M-V with the def2-TZVPD basis set.

HOMO, eV: -6.35
Calculated total energy, a.u.: -7421.83946
Molar mass, g mol⁻¹: 1156.45
Total charge: -1
Maximum force, eV Å⁻¹: 2.1
Energy relative to the best compared isomer or geometry (same formula, charge and spin), eV: 0.000

CARTESIAN COORDINATES (ANGSTROEM)
P -8.37102 21.86509 22.42744
F -7.38052 21.87593 21.15212
F -9.66202 22.20408 21.54169
F -8.61269 20.26448 22.21619
F -9.24713 21.78958 23.80492
F -7.05641 21.52812 23.35795
F -8.17207 23.44499 22.72555
O -12.42406 28.15457 23.41505
S -13.03239 27.33775 24.39835
O -14.44524 27.17224 24.44721
O -12.36092 25.89060 24.30064
C -12.96754 24.94226 23.39197
C -12.70485 23.54715 23.92800
C -12.42916 27.70739 26.01302
H -12.56090 25.11184 22.39447
H -14.05144 25.05845 23.36734
H -11.64150 23.29107 23.93313
H -13.27394 22.78936 23.39853
H -12.94646 23.56835 24.99473
H -13.24429 27.83021 26.71465
H -11.95361 28.69214 25.95920
H -11.60700 27.03728 26.24085
O -10.61036 28.16585 19.42916
S -11.54627 27.88803 18.39442
O -11.55442 28.50228 17.12354
O -11.42934 26.32105 18.10015
C -11.13408 25.46038 19.21359
C -9.67080 25.09107 19.24232
C -13.19854 27.98267 19.07215
H -11.77518 24.57807 19.20973
H -11.40184 25.92831 20.16966
H -9.27692 24.64295 20.16482
H -9.00699 25.92398 19.03499
H -9.57112 24.19394 18.62082
H -13.61705 28.91354 18.69420
H -13.15096 27.98036 20.15468
H -13.75287 27.16822 18.61674
O -9.16273 17.01900 26.31010
S -8.24246 18.10011 26.37946
O -7.91723 18.64240 27.65868
O -6.91037 17.64406 25.66335
C -5.71791 18.44147 25.84914
C -5.07520 18.68961 24.49661
C -8.71552 19.47573 25.36833
H -5.00148 17.91005 26.48171
H -5.95336 19.36308 26.37907
H -4.04367 19.02523 24.62209
H -5.60484 19.50302 23.98728
H -5.07775 17.84791 23.80525
H -8.00023 20.22078 25.70408
H -9.71021 19.76071 25.69726
H -8.68503 19.27481 24.30632
O -5.00495 15.74012 20.55969
S -5.56885 16.42289 19.44644
O -4.92189 16.31403 18.17750
O -7.09392 15.95289 19.25498
C -7.22097 14.65896 18.64597
C -6.94492 13.51024 19.62496
C -5.94272 18.09540 19.86544
H -6.67243 14.66370 17.70405
H -8.26604 14.53222 18.35249
H -7.29273 13.86836 20.59685
H -5.87489 13.35450 19.74758
H -7.51944 12.63334 19.34493
H -5.04751 18.68493 19.66937
H -6.17002 18.07950 20.92363
H -6.69614 18.46586 19.18192
O -13.61285 15.12483 19.55951
S -12.36325 14.87583 20.19048
O -11.21668 14.39255 19.50321
O -11.95495 16.23306 20.88994
C -10.63786 16.24515 21.44361
C -9.75963 17.28680 20.77591
C -12.60019 13.81251 21.58929
H -10.09059 15.31206 21.29949
H -10.68393 16.42921 22.51975
H -10.07251 18.32066 20.93459
H -9.78658 17.14482 19.69357
H -8.72988 17.24526 21.12264
H -13.55157 14.11224 22.02230
H -11.79854 13.94349 22.30867
H -12.62874 12.80454 21.18682
C -13.30535 17.09812 24.29648
S -12.98553 18.32551 23.00722
O -14.13432 19.25749 23.13300
C -11.53178 19.04282 23.82067
H -12.39546 16.63502 24.67661
H -13.97435 16.36539 23.83679
H -13.87109 17.46824 25.15280
H -10.98945 19.61780 23.07553
H -10.94946 18.28530 24.34065
H -11.82187 19.70986 24.63896
C -5.19115 24.64084 16.52096
S -4.60760 23.70583 17.96593
O -3.67857 24.53706 18.74567
C -6.17404 23.71040 18.86589
H -4.33755 25.05130 15.99313
H -5.99296 25.34048 16.74120
H -5.61664 23.84222 15.90109
H -6.55915 24.69053 19.14046
H -6.03881 23.10274 19.75474
H -6.87157 23.23012 18.17211
C -3.67959 21.79759 22.36172
S -2.53759 22.42222 21.09465
O -2.33379 23.86364 21.24171
C -1.01275 21.62510 21.68605
H -4.68183 21.89173 21.94999
H -3.60297 22.38397 23.27673
H -3.38996 20.75831 22.51533
H -1.01228 21.57999 22.77360
H -0.21774 22.24618 21.28750
H -0.99762 20.62326 21.25814
C -9.52710 24.73725 25.44530
S -8.36324 26.11595 25.33929
O -8.63154 26.93329 26.56867
C -9.29507 26.96572 24.04396
H -9.23344 23.91796 26.08917
H -9.63767 24.41615 24.40805
H -10.49544 25.15212 25.72039
H -9.48640 26.23714 23.25390
H -8.68159 27.78764 23.68543
H -10.25222 27.31423 24.41357
C -5.71784 27.88791 22.08895
S -5.21777 26.48546 21.06460
O -3.79805 26.57079 20.73970
C -5.32554 25.24629 22.36975
H -5.47910 28.81213 21.56908
H -5.21616 27.88063 23.05729
H -6.79680 27.77982 22.21008
H -5.36248 24.23494 21.96859
H -6.09828 25.42827 23.10973
H -4.32711 25.25292 22.82177